ORCA calculation (the ωB97M-V functional and the def2-TZVPD basis) on a molecular structure, C42H36BrN6O7Ru at a distorted geometry.

Summary:
* net charge: 0
* Kohn-Sham gap (spin up / spin down): 6.10 / 5.99 eV
* spin multiplicity: 2
* energy relative to the best compared isomer or geometry (same formula, charge and spin): 38.2 kcal per mole
* electronic energy: -140032.1837 eV

The geometry in XYZ format:
```
93
Properties=species:S:1:pos:R:3:forces:R:3
Ru 0.030944 0.352463 -0.321633 0.0 0.1 -0.2
Br 0.932435 2.483618 0.404342 0.0 0.0 -0.1
O -3.183900 0.849822 2.514819 0.1 0.0 -0.1
O -1.912721 0.929560 0.275858 -0.1 0.2 0.0
O -3.511609 -2.668515 1.698378 0.1 0.0 0.1
O -4.730061 -1.723929 -1.072129 -0.1 0.0 0.1
O -6.765143 -3.569315 -0.681662 0.0 -0.1 -0.2
O 0.059257 -2.337991 -1.549559 -0.4 -0.3 0.5
O -3.021289 1.482723 -1.588756 0.0 0.0 0.2
N -0.900349 -1.309985 -1.254807 1.1 0.1 0.1
N 2.407622 -0.267276 -1.838390 0.0 0.1 -0.4
N -5.097283 -3.506664 -2.382032 -0.2 0.1 0.0
N -1.009790 -1.678566 1.775188 -0.3 0.7 0.3
N -0.171958 -0.620553 1.762821 0.2 0.0 0.3
N 1.913957 -0.330873 -0.697084 0.0 -0.2 0.5
C 1.580262 0.421615 -2.725182 0.2 -0.1 0.0
C 3.557779 -1.295389 2.479723 0.0 0.0 0.0
C -2.840126 -2.541997 -2.229744 -0.3 0.5 0.8
C 0.364877 1.111004 3.402328 0.2 0.1 0.1
C -3.028009 -3.781839 1.086613 -0.1 0.1 -0.1
C -4.110636 1.796163 0.497312 0.0 0.0 0.0
C 2.797483 -0.590360 1.557907 0.1 0.0 0.1
C -0.917646 5.215498 2.811804 0.0 0.0 0.0
C -2.943697 1.408880 -0.367694 0.0 0.0 0.0
C -0.552676 3.889458 2.969390 -0.1 0.0 0.1
C 1.253544 1.365953 -4.888028 0.0 0.0 0.0
C -0.704234 -2.806013 1.255872 0.0 -0.7 -0.4
C -6.380723 2.458954 1.973754 0.0 0.0 0.0
C -0.902292 -3.321680 -3.541471 -0.5 -0.2 -0.2
C -3.861884 -4.792627 0.628963 0.0 0.1 0.1
C 4.141665 -2.906920 0.793137 0.0 0.0 0.0
C -2.110597 -1.465103 -1.544927 -1.0 -0.1 -0.2
C -3.317761 -5.905310 0.011695 0.0 -0.1 0.0
C -1.119960 -5.003173 0.290831 0.1 -0.1 -0.1
C -4.187191 1.479626 1.862408 0.0 0.0 0.0
C -0.422047 1.637170 -3.141577 0.0 -0.1 0.0
C 2.722271 -1.051948 0.254545 -0.1 0.0 -0.1
C 1.273032 4.564936 4.375549 0.0 0.0 0.0
C 2.042077 0.634042 -4.025201 0.0 0.0 -0.1
C 0.353452 0.898622 -2.246241 0.0 0.0 0.1
C -1.639902 -3.866356 0.913205 0.1 0.1 0.0
C -0.188103 6.223729 3.433389 0.0 0.0 0.0
C 0.952966 2.142644 3.950853 0.0 0.0 0.0
C 0.096368 -2.883447 -2.790311 0.6 0.3 0.0
C -6.519955 -3.486605 -2.061727 0.1 -0.1 0.1
C 0.549949 3.549752 3.753803 0.0 0.0 0.1
C -5.328814 1.809638 2.591561 0.0 0.0 0.0
C 0.908391 5.895331 4.217089 0.0 0.0 0.0
C 3.395410 -2.200993 -0.139364 0.0 -0.1 0.0
C 4.221067 -2.456106 2.104546 0.0 0.0 0.0
C -2.303012 -3.306067 -3.166690 0.5 -0.4 -0.8
C -1.942665 -6.019966 -0.157002 0.0 0.0 0.0
C -4.294107 -2.553438 -1.859342 0.1 0.0 0.0
C -5.188617 2.446122 -0.100703 0.0 0.0 0.0
C -6.317052 2.786421 0.621834 0.0 0.0 0.0
C -0.322376 0.085313 2.979084 0.0 -0.1 -0.3
C 0.031185 1.868045 -4.432384 0.0 0.0 0.0
H 2.131885 4.307722 4.987000 0.0 0.0 0.0
H -6.481245 -2.718249 -0.326679 0.0 0.1 0.0
H 1.581428 1.560726 -5.901161 0.0 0.0 0.0
H 0.332958 -2.907420 0.966520 0.1 0.0 -0.1
H -6.970858 -4.358903 -2.526586 0.0 0.0 0.0
H 3.329545 -2.527807 -1.168698 0.0 0.0 0.0
H -1.117278 3.103874 2.480726 0.0 0.1 0.0
H -4.750440 -4.188609 -3.028684 0.0 -0.1 0.1
H 3.007240 0.238941 -4.319920 0.0 0.0 0.0
H 2.291859 0.323725 1.834618 0.0 0.0 0.0
H -5.358336 1.557433 3.644881 0.0 0.0 0.0
H -2.710679 -0.610560 -1.248192 0.0 -0.1 -0.1
H 1.814078 1.976343 4.597967 0.0 0.0 -0.1
H -1.379944 2.022962 -2.825025 0.0 0.0 0.0
H -0.582180 2.458000 -5.104720 0.0 0.0 0.0
H -0.623971 -3.795075 -4.472810 0.0 0.1 0.0
H -4.471760 -2.620663 1.631374 0.0 0.0 -0.1
H 1.482248 6.674670 4.704908 0.0 0.0 0.0
H -2.435763 0.833811 1.865210 0.0 0.0 0.1
H 4.803431 -3.008643 2.832221 0.0 0.0 0.0
H -6.966137 -2.581401 -2.475552 0.0 0.1 0.0
H -5.110538 2.667513 -1.157573 0.0 0.0 0.0
H -4.934593 -4.693697 0.749039 0.0 0.0 0.0
H -3.975941 -6.692746 -0.335777 0.0 0.0 0.0
H -1.101211 -0.281636 3.648179 0.0 0.0 0.0
H -2.942714 -3.957740 -3.751640 0.0 -0.1 0.0
H 3.627253 -0.930685 3.497383 0.0 0.0 0.0
H -0.046025 -5.066175 0.147848 -0.1 0.0 0.0
H -1.774117 5.464640 2.196129 0.0 0.0 0.0
H -1.518565 -6.893102 -0.635502 0.0 0.0 0.0
H -1.960853 -1.537947 2.122652 -0.1 0.0 0.1
H -0.474196 7.260920 3.305075 0.0 0.0 0.0
H -7.141196 3.299096 0.142353 0.0 0.0 0.0
H -7.258897 2.719139 2.553359 0.0 0.0 0.0
H 4.665725 -3.806555 0.492993 0.0 0.0 0.0
H 1.129201 -3.001656 -3.103474 0.0 0.1 -0.1
```
Forces are in eV/Å.

Atom charges from the Löwdin analysis, given in e for atoms 1 to 2: atom 1 (Ru): 1.036, atom 2 (Br): 0.265



ORCA calculation (the ωB97M-V functional and the def2-TZVPD basis) on a molecular structure, C42H36Cl2N8O2S3Sc.

Summary:
* net charge: +1
* Kohn-Sham gap: 6.09 eV
* energy relative to the best compared isomer or geometry (same formula, charge and spin): 13.0 kcal per mole
* electronic energy: -138407.5080 eV

The geometry in XYZ format:
```
94
Properties=species:S:1:pos:R:3:forces:R:3
Sc -1.470410 -0.662529 -1.264478 0.3 -0.4 0.1
Cl -4.490450 1.838664 -6.920782 0.0 0.0 0.0
Cl -5.459496 3.808830 -4.626248 -0.1 0.0 0.0
S -0.097723 1.045683 -2.779353 0.3 0.2 0.2
S 0.168650 0.519493 0.824367 0.0 0.1 0.0
S 1.184382 -1.865237 -1.084705 -0.2 -0.1 0.0
O -4.648066 1.845037 -0.059640 0.0 0.0 0.0
O -2.261401 -2.305490 -5.063866 0.0 0.0 0.0
N -1.585086 -3.000047 -1.656056 0.0 0.0 -0.1
N -1.163328 2.664197 -0.915457 0.1 0.1 0.0
N -2.372422 -1.000759 -3.144227 0.0 0.1 0.0
N 2.876990 -2.271639 0.901144 0.0 0.0 0.0
N 1.251645 -0.966761 2.728756 0.0 0.0 0.0
N -3.179015 0.558733 -1.313419 0.0 -0.1 0.0
N -2.555003 -0.887018 0.803964 -0.1 0.0 0.0
N -1.160813 3.412907 -3.118267 0.0 0.0 0.0
C -2.149903 3.934263 0.867742 0.0 0.0 0.0
C -1.830554 3.761689 -0.580497 0.0 0.0 0.0
C -3.468622 0.077281 0.984178 0.0 0.0 0.0
C -1.100622 -5.313422 -1.304546 0.0 0.0 0.0
C -4.140883 1.509125 -5.259323 0.0 0.0 0.0
C -2.118585 -2.104909 -3.869276 -0.1 0.0 0.0
C -2.866258 -1.561786 3.073115 0.0 0.0 0.0
C 2.256155 1.688829 3.716179 0.0 0.0 0.0
C 1.541033 0.754828 4.463149 0.0 0.0 0.0
C -3.406085 0.365441 -4.950428 0.1 0.2 0.0
C -2.231912 5.417880 -3.968557 0.0 0.0 0.0
C -1.303178 -4.025973 -0.848920 0.0 0.0 0.0
C 3.379807 -1.989351 2.243594 0.0 0.0 0.0
C -4.107785 0.277201 2.196499 0.0 0.0 0.0
C 6.197858 -0.391983 -1.121495 0.0 0.0 0.0
C 3.139730 2.551525 4.344063 0.0 0.0 0.0
C -3.080110 0.108738 -3.629347 -0.1 -0.3 0.0
C 7.407523 -0.883302 -0.644504 0.0 0.0 0.0
C -3.528194 0.978372 -2.611430 -0.2 0.0 0.3
C -1.669957 -3.244887 -2.972566 -0.1 0.0 0.0
C 1.063584 -0.742890 1.433450 0.0 0.0 0.0
C 6.268085 -2.791355 0.266986 0.0 0.0 0.0
C -0.828003 2.464670 -2.191494 -0.3 -0.1 -0.2
C 5.027468 -1.100254 -0.906825 0.0 0.0 0.0
C 2.603406 1.567422 6.468703 0.0 0.0 0.0
C 5.058094 -2.306246 -0.209097 0.0 0.0 0.0
C 7.442862 -2.083334 0.047002 0.0 0.0 0.0
C 0.584410 -0.192812 3.782649 0.0 0.0 0.0
C -3.826966 0.949487 -0.207959 0.0 0.0 0.0
C -2.213606 4.728308 -1.524833 0.0 0.0 0.0
C -1.158389 -5.551408 -2.670314 0.0 0.0 0.0
C -4.288276 2.092645 -2.920717 0.1 0.1 -0.2
C 3.313642 2.493151 5.721577 0.0 0.0 0.0
C -1.446184 -4.497670 -3.517814 0.0 0.0 0.0
C -3.808957 -0.559706 3.256611 0.0 0.0 0.0
C 3.773846 -3.057028 0.040101 0.0 0.0 0.0
C 1.771714 -1.682495 0.458203 0.1 0.1 0.1
C 1.722542 0.697251 5.838755 0.0 0.0 0.0
C -2.258818 -1.676610 1.837764 0.0 0.0 0.0
C -1.867994 4.527583 -2.831719 0.0 0.0 0.0
C 2.217611 -1.958604 3.196068 0.0 0.0 0.0
C -4.570629 2.366306 -4.256864 0.0 0.0 0.0
H 2.735590 1.516946 7.541183 0.0 0.0 0.0
H -0.249762 0.334567 3.324995 0.0 0.0 0.0
H 1.740701 -2.940259 3.274680 0.0 0.0 0.0
H 3.919612 -1.038409 2.254811 0.0 0.0 0.0
H 3.245877 -3.269398 -0.885014 0.0 0.0 0.0
H 6.297229 -3.732743 0.804381 0.0 0.0 0.0
H -2.802271 6.272090 -3.615421 0.0 0.0 0.0
H -2.500710 2.991031 1.282080 0.0 0.0 0.0
H 4.085696 -0.722839 -1.290447 0.0 0.0 0.0
H -1.234708 -3.808811 0.208294 0.0 0.0 0.0
H 3.974108 -4.001143 0.549911 0.0 0.0 0.0
H -0.897507 -6.107509 -0.600264 0.0 0.0 0.0
H -1.528795 -4.606238 -4.589740 0.0 0.0 0.0
H 4.080277 -2.776848 2.515092 0.0 0.0 0.0
H 1.170214 -0.028258 6.425561 0.0 0.0 0.0
H 8.383074 -2.471040 0.415712 0.0 0.0 0.0
H -1.491568 -2.423375 1.672986 0.0 0.0 0.0
H -3.078868 -0.298963 -5.733652 0.0 0.0 0.0
H -2.840962 4.867570 -4.689771 0.0 0.0 0.0
H -0.934269 3.192827 -4.080884 0.0 0.0 0.0
H -4.304122 -0.438383 4.210953 0.0 0.0 0.0
H -2.605892 -2.245772 3.868775 0.0 0.0 0.0
H 0.191600 -0.909898 4.507508 0.0 0.0 0.0
H -4.653808 2.743909 -2.142968 0.0 0.0 0.0
H -0.991587 -6.545396 -3.063514 0.0 0.0 0.0
H 2.554763 -1.653385 4.185793 0.0 0.0 0.0
H -2.904846 4.701050 1.024478 0.0 0.0 0.0
H 4.002348 3.169511 6.209803 0.0 0.0 0.0
H -4.833164 1.075710 2.262626 0.0 0.0 0.0
H -1.240234 4.219488 1.401018 0.0 0.0 0.0
H -1.335843 5.776072 -4.477941 0.0 0.0 0.0
H 2.112373 1.745776 2.643194 0.0 0.0 0.0
H -2.784361 5.597048 -1.235373 0.0 0.0 0.0
H 6.170078 0.540331 -1.669795 0.0 0.0 0.0
H 3.690806 3.275996 3.758998 0.0 0.0 0.0
H 8.321568 -0.331250 -0.817599 0.0 0.0 0.0
```
Forces are in eV/Å.

Atom charges from the Löwdin analysis, given in e for atoms 1 to 2: atom 1 (Sc): 0.727, atom 2 (Cl): 0.685



ORCA calculation (the ωB97M-V functional and the def2-TZVPD basis) on a molecular structure, C42H36N14O2STi.

Summary:
* net charge: +1
* Kohn-Sham gap (spin up / spin down): 4.89 / 4.59 eV
* spin multiplicity: 2
* energy relative to the best compared isomer or geometry (same formula, charge and spin): 0.0 kcal per mole
* electronic energy: -103047.6088 eV

The geometry in XYZ format:
```
96
Properties=species:S:1:pos:R:3:forces:R:3
Ti -0.259291 -0.023124 1.527691 0.0 0.1 -0.6
S 1.769961 1.312240 -2.313202 0.0 0.0 -0.1
O -0.586269 1.231019 0.223169 -0.3 0.2 0.2
O -2.273661 2.639612 -0.237309 -0.1 0.0 -0.1
N -1.810196 -1.597002 -3.673777 -0.1 0.0 0.1
N 0.363516 -1.732494 -2.877134 -0.1 0.1 -0.1
N 3.830941 3.053364 -2.142730 0.0 0.0 0.0
N 0.632563 1.314429 2.722195 -0.1 0.0 0.0
N -0.179439 -0.088671 -4.374752 0.1 0.0 0.3
N -0.687849 -2.021595 1.468254 0.0 0.0 0.1
N -1.790341 0.112205 2.794523 0.1 -0.1 -0.1
N -2.153717 -0.744613 -0.541022 -0.1 0.0 0.1
N -1.337527 2.309714 3.668496 -0.1 0.0 -0.1
N 1.126053 -2.794142 0.100313 0.0 0.0 0.0
N 2.907235 1.233045 1.952054 0.0 0.0 0.0
N 4.179460 1.538996 -3.625208 0.0 0.0 -0.1
N -2.963444 -1.928621 2.231850 -0.1 0.1 0.0
N 1.608604 -0.627553 1.102642 0.0 -0.1 0.1
C -2.863827 -4.980023 1.641673 0.0 0.0 0.0
C 3.122017 -1.459707 -0.385619 -0.1 -0.1 0.0
C -0.059476 2.205939 3.539663 0.2 0.0 0.0
C -1.726900 1.589990 -0.395608 0.2 -0.1 -0.1
C 0.910104 3.097955 4.181523 -0.1 0.0 0.0
C 1.972941 1.682157 2.716359 0.1 0.1 0.0
C 5.079003 3.310412 -2.675004 0.0 0.0 0.0
C 3.299689 3.448526 4.082109 0.0 0.0 0.0
C 2.704569 0.194116 1.114859 0.0 -0.1 0.0
C 5.295772 2.363520 -3.606949 0.0 0.0 0.0
C -3.008006 -0.855852 -4.105320 0.1 0.0 -0.1
C 3.276702 1.966868 -2.721107 0.0 0.0 0.2
C -2.169960 0.470980 -1.335947 0.0 -0.1 -0.1
C 1.875694 4.796155 5.513938 0.0 0.0 0.0
C 1.852259 -1.670750 0.220175 0.1 0.1 0.1
C -6.282931 1.085423 2.626707 0.0 0.1 0.0
C -0.556519 -1.134087 -3.637426 0.1 0.1 -0.1
C 2.160166 2.772236 3.681090 0.1 0.0 -0.1
C -0.727470 -4.227997 0.775718 0.1 0.0 -0.1
C -3.583842 1.501252 3.024348 -0.1 0.1 0.0
C -1.912486 -3.984117 1.459343 -0.1 0.0 0.0
C 3.137671 4.465884 5.011383 0.0 0.0 0.0
C 0.020694 -2.974783 0.760180 0.0 -0.1 0.0
C -5.797919 2.356829 3.014534 0.0 -0.1 0.0
C -3.931646 -0.427757 -2.962360 0.0 -0.1 0.0
C -2.168510 1.385332 3.147956 0.1 0.0 0.2
C -4.459599 2.577555 3.223381 0.1 0.0 0.0
C 3.855727 -2.209848 -1.320493 0.0 0.0 0.0
C -1.907917 -2.571512 1.826562 0.1 0.0 -0.1
C -4.064020 0.239729 2.632009 -0.1 0.0 0.0
C 4.940441 0.158711 -0.177851 0.0 0.0 0.0
C 3.661501 -0.294090 0.183536 0.0 0.1 0.0
C -2.581190 -6.230932 1.122130 0.0 0.0 0.0
C 3.993162 0.386554 -4.484210 0.0 0.0 0.0
C -3.465725 0.739748 -2.085159 0.0 0.0 0.0
C -0.442433 -5.482064 0.248114 0.0 0.0 0.0
C 5.099760 -1.750463 -1.674300 0.0 0.0 0.0
C -1.385271 -6.478018 0.433164 0.0 0.0 0.0
C 5.640004 -0.568149 -1.107912 0.0 0.0 0.0
C -5.436508 0.021124 2.437527 0.1 0.0 0.0
C -2.931053 -0.620852 2.510738 0.0 -0.1 0.1
C 0.738301 4.116783 5.103454 0.0 0.0 0.0
H 6.135296 2.194252 -4.256743 0.0 0.0 0.0
H 3.689171 -0.466861 -3.880945 0.0 0.0 0.0
H -3.782947 -4.778604 2.175221 0.0 0.0 0.0
H 6.633631 -0.252969 -1.400709 0.0 0.0 0.0
H -1.338533 0.415871 -2.039940 0.1 0.0 0.0
H -5.807663 -0.956323 2.158173 0.0 0.0 0.0
H 1.245311 -1.245765 -2.736036 0.0 0.0 0.0
H -7.348118 0.955389 2.485883 0.0 0.0 0.0
H 3.456828 -3.131788 -1.725158 0.0 0.0 0.0
H -3.347261 1.642926 -2.689726 0.0 0.0 0.0
H -1.973726 -2.481057 -3.216765 0.0 0.0 0.0
H -4.249467 0.970005 -1.358266 0.0 0.0 0.0
H 4.939309 0.160063 -4.968043 0.0 0.0 0.0
H -3.289677 -7.038261 1.252827 0.0 0.0 0.0
H 3.240200 0.594610 -5.244137 0.0 0.0 0.0
H -4.882241 -0.150941 -3.422651 0.0 0.0 0.0
H 3.365859 3.560561 -1.408454 0.0 0.0 0.0
H -4.082774 3.545471 3.524565 0.0 0.0 0.0
H -3.024672 -0.889359 -0.038281 0.0 0.0 0.0
H -2.697178 0.018635 -4.675231 0.0 0.0 0.0
H -1.973962 -1.575051 -1.087259 0.0 0.0 0.0
H -1.198180 -7.471644 0.047399 0.0 0.0 0.0
H -0.243206 4.365080 5.483534 0.0 0.0 0.0
H -6.502786 3.166379 3.150137 0.0 0.0 0.0
H 5.691189 4.131015 -2.349042 0.0 0.0 0.0
H -0.861419 0.414482 -4.912890 0.0 0.0 0.0
H 0.486324 -5.669045 -0.274593 0.0 0.0 0.0
H -3.546484 -1.496539 -4.802896 0.0 0.0 0.0
H 4.271799 3.185890 3.687485 0.0 0.0 0.0
H 0.641159 0.436708 -4.032958 -0.1 0.0 -0.1
H 0.110181 -2.392713 -2.155468 0.0 0.0 0.1
H 1.789185 5.596480 6.236838 0.0 0.0 0.0
H 5.698242 -2.312045 -2.381128 0.0 0.0 0.0
H 5.359162 1.044867 0.281743 0.0 0.0 0.0
H -4.154670 -1.305657 -2.347113 0.0 0.0 0.0
H 4.002546 5.016350 5.357663 0.0 0.0 0.0
```
Forces are in eV/Å.

Atom charges from the Löwdin analysis, given in e for atoms 1 to 2: atom 1 (Ti): 1.231, atom 2 (S): 0.710



> Which of these has the highest energy relative to the best compared isomer or geometry (same formula, charge and spin)?

C42H36BrN6O7Ru